Computed, not measured: a structure of composition C30H73AsF6NO18P3S3 at a distorted geometry, with ωB97M-V with the def2-TZVPD basis set.

Values from the calculation:
Total charge: 0
Total energy, a.u.: -7650.02408

The geometry in XYZ format:
```
135
Properties=species:S:1:pos:R:3:forces:R:3
N 1.1551 3.0661 3.6479 0.55 -0.37 -0.85
H 1.4665 2.7229 2.7314 -0.14 -0.42 0.22
H 1.9877 3.4414 4.0929 -0.26 0.04 0.35
H 0.7657 2.2751 4.1845 0.22 0.05 0.08
H 0.4495 3.7840 3.4692 -0.29 0.42 0.59
As -0.3549 0.5444 1.3052 -0.97 -0.62 0.03
F -1.3381 -0.8642 1.5368 0.15 -0.36 0.01
F -0.5211 0.8667 3.0033 -0.03 0.30 0.44
F 0.5367 2.0299 1.1517 0.36 0.14 -0.23
F -0.1571 0.1729 -0.3652 0.25 0.14 -0.22
F -1.8058 1.4056 0.9553 -0.15 0.46 0.03
F 1.0637 -0.3584 1.6768 0.45 -0.11 -0.10
C 6.5693 0.1441 2.2458 1.22 -0.44 -0.33
C 5.5643 -0.4641 1.2791 -0.46 -0.78 -0.66
C 4.4475 -1.0072 2.1426 -0.20 -0.42 0.77
S 4.1483 0.3155 3.3126 0.11 0.06 -0.14
O 3.8425 -0.2082 4.6133 0.12 -0.12 0.31
O 3.2376 1.2859 2.7462 -0.06 0.21 -0.16
C 5.8122 1.0188 3.2117 -0.33 1.05 -0.13
H 7.3666 0.6219 1.6711 -0.32 0.62 0.15
H 7.1434 -0.6167 2.7867 -0.50 -0.32 0.02
H 6.0049 -1.2593 0.6729 0.12 -0.05 0.20
H 5.1573 0.2229 0.5366 0.26 0.44 0.34
H 4.8066 -1.8461 2.7459 0.04 0.09 0.07
H 3.4896 -1.3197 1.7288 0.05 0.34 -0.39
H 6.2017 1.1900 4.2116 0.15 -0.46 0.04
H 5.6727 2.0101 2.7740 -0.18 -0.06 -0.02
C -0.2087 -2.4939 4.8334 0.63 -0.30 -0.11
C -1.5424 -1.7874 5.0533 -0.87 -0.09 0.73
C -1.3476 -0.5179 5.9091 -1.13 0.56 -0.85
S 0.3992 -0.2771 6.1722 -0.79 -0.43 -0.66
O 0.7215 -0.7864 7.4770 0.34 0.05 0.11
O 0.7762 1.0733 5.8041 0.15 0.16 0.09
C 0.9050 -1.4549 4.9002 -0.10 0.38 0.35
H -0.2049 -2.9837 3.8589 0.07 0.06 -0.02
H 0.0250 -3.2733 5.5606 -0.44 0.07 0.19
H -2.2801 -2.4383 5.5291 0.28 -0.14 0.14
H -2.0460 -1.5022 4.1308 0.50 0.04 -0.27
H -1.9470 -0.4636 6.8160 0.53 -0.39 0.37
H -1.7415 0.3131 5.3187 0.56 0.12 0.05
H 1.8749 -1.7990 5.2500 0.06 -0.17 -0.30
H 0.9659 -0.9121 3.9644 0.25 0.23 -0.03
C 2.7292 1.1466 -1.2515 -0.17 -0.62 1.15
C 3.0113 0.0727 -2.2832 0.02 0.06 -1.49
C 4.5212 -0.0175 -2.4301 0.47 -0.54 0.85
S 5.1552 1.6585 -2.1940 -0.67 -0.82 0.04
O 5.4476 2.2380 -3.4749 0.23 0.30 -0.06
O 6.1463 1.5986 -1.1476 0.25 0.34 0.04
C 3.6013 2.3435 -1.5518 0.28 0.47 -0.73
H 3.0076 0.7661 -0.2584 -0.01 0.01 -0.06
H 1.6666 1.3529 -1.1543 0.05 0.31 -0.24
H 2.5981 0.3806 -3.2531 0.00 0.13 0.11
H 2.5763 -0.9124 -2.1164 -0.05 0.11 0.49
H 4.9377 -0.5068 -3.3073 -0.24 0.45 -0.38
H 4.9382 -0.5918 -1.5961 -0.07 0.18 0.10
H 3.2466 2.9581 -2.3823 -0.20 -0.12 0.02
H 3.8063 3.0103 -0.7183 0.10 -0.19 0.15
C -4.3393 -2.0718 -6.8170 -0.04 0.67 0.18
C -3.1471 -2.8799 -7.2619 -0.18 -0.31 -0.08
O -1.9789 -2.0435 -7.1344 -0.29 -0.15 0.18
P -0.6280 -2.6695 -6.6254 -0.03 0.59 -0.06
O -0.7357 -3.6574 -5.5591 -0.04 -0.55 0.26
O 0.2135 -1.3881 -6.2342 0.20 -0.49 0.09
C 0.5314 -1.1702 -4.8493 0.67 1.54 0.15
C -0.5203 -0.2689 -4.2215 0.11 -0.37 0.16
O 0.0235 -3.1314 -7.9833 0.09 -0.39 -0.08
C 1.4009 -3.5408 -7.9974 0.72 0.46 -0.31
C 1.6361 -4.3460 -9.2540 -0.36 -0.88 0.17
H -4.2558 -1.0660 -7.2357 -0.14 -0.08 -0.12
H -5.3064 -2.4878 -7.0948 0.13 -0.21 -0.18
H -4.3465 -1.9406 -5.7329 0.12 -0.13 0.00
H -3.0584 -3.7814 -6.6508 0.25 0.08 0.02
H -3.1932 -3.1965 -8.3049 -0.18 0.12 -0.03
H 0.8026 -2.0682 -4.2989 -0.60 -0.32 -0.19
H 1.4442 -0.5662 -4.8852 0.08 -0.22 -0.12
H -0.3306 -0.1321 -3.1547 0.00 -0.09 0.00
H -0.4544 0.7111 -4.6928 -0.22 -0.01 -0.08
H -1.5193 -0.6849 -4.3505 -0.03 0.05 0.06
H 1.9922 -2.6198 -8.0156 0.03 -0.08 0.03
H 1.6870 -4.0911 -7.0986 -0.32 -0.09 0.03
H 1.1082 -5.3031 -9.1725 -0.32 0.25 -0.12
H 1.2697 -3.8026 -10.1220 0.10 -0.04 -0.07
H 2.6635 -4.6782 -9.4050 0.21 0.58 0.13
C -2.7980 2.4185 4.3786 -0.22 0.64 -0.02
C -3.4422 3.6498 3.7487 0.89 -0.81 -0.27
O -3.1783 4.8313 4.5286 -0.62 -0.19 0.30
P -1.9584 5.7677 4.2038 -0.32 -0.14 -0.59
O -0.6749 5.0805 4.0471 0.39 -0.23 -0.14
O -2.3930 6.6153 2.9352 -0.18 -0.06 -0.02
C -2.2374 6.0967 1.6132 0.80 -0.15 -1.03
C -1.7953 7.2114 0.6607 -0.28 -0.12 -0.21
O -1.9885 6.8061 5.3435 -0.02 0.36 0.67
C -3.1371 7.6609 5.5772 0.05 0.18 -0.78
C -3.0289 8.3018 6.9265 -0.90 0.30 0.36
H -1.7269 2.6021 4.4654 -0.05 -0.25 -0.02
H -3.1963 2.2253 5.3742 -0.09 -0.01 0.00
H -2.9925 1.5727 3.7180 0.17 -0.07 0.10
H -2.9829 3.7673 2.7636 -0.24 0.05 -0.08
H -4.5100 3.4914 3.6201 -0.10 0.48 0.19
H -1.4827 5.3050 1.5879 0.07 0.11 0.37
H -3.1430 5.6198 1.2335 -0.28 0.24 0.41
H -1.0619 6.8457 -0.0588 0.01 -0.10 0.09
H -2.6380 7.5735 0.0713 0.00 0.20 0.15
H -1.3446 8.0435 1.1964 -0.03 -0.03 0.11
H -3.1313 8.4191 4.7893 0.18 0.03 0.10
H -4.0506 7.0900 5.4028 0.02 -0.13 0.41
H -3.3205 7.6587 7.7570 0.42 -0.31 -0.11
H -2.0549 8.7528 7.0937 0.07 -0.10 0.00
H -3.7841 9.0951 6.9637 0.19 0.12 -0.11
C -3.4007 -7.0272 -3.9825 -0.25 -0.21 0.00
C -3.0404 -5.6157 -3.5491 -0.51 -0.44 -0.70
O -1.9458 -5.7117 -2.6322 0.02 0.23 -0.47
P -1.8737 -4.8379 -1.3438 -0.06 0.05 0.34
O -2.5570 -5.3758 -0.1692 -0.16 0.05 0.40
O -0.3126 -4.6884 -1.1928 0.11 0.03 0.06
C 0.2745 -4.1998 0.0308 0.14 -0.21 -0.27
C 1.1707 -3.0345 -0.3151 -0.10 0.02 0.28
O -2.4102 -3.4122 -1.8004 0.38 0.22 0.18
C -2.8326 -2.5320 -0.7343 -1.39 0.25 0.36
C -2.9344 -1.1188 -1.2687 0.84 -1.15 -1.13
H -2.5176 -7.6631 -4.0019 0.05 0.04 -0.02
H -4.1296 -7.4576 -3.2942 0.18 -0.11 0.10
H -3.8613 -7.0650 -4.9717 0.07 0.23 -0.02
H -2.7484 -5.0014 -4.4017 0.32 0.03 0.14
H -3.9349 -5.1633 -3.1154 0.27 0.18 0.32
H -0.4715 -3.9002 0.7680 -0.19 -0.09 -0.15
H 0.8190 -5.0480 0.4459 0.14 0.11 0.08
H 1.6815 -2.7279 0.6013 0.16 0.09 -0.16
H 1.8813 -3.3021 -1.0963 0.11 -0.08 0.09
H 0.5797 -2.1867 -0.6610 -0.03 0.01 0.00
H -3.8241 -2.8896 -0.4411 0.07 0.03 0.17
H -2.2140 -2.5593 0.1611 0.34 -0.26 -0.24
H -3.3925 -0.4319 -0.5689 -0.01 0.10 -0.02
H -1.9207 -0.8349 -1.5491 -0.05 0.51 0.31
H -3.4430 -1.2101 -2.2336 -0.46 0.41 0.24
```
Forces are in eV/Å.

Computed, not measured: a structure of composition C18H24N2SeSn at a distorted geometry, with ωB97M-V with the def2-TZVPD basis set.

Values from the calculation:
Total charge: 0
Total energy, a.u.: -3425.54054

The geometry in XYZ format:
```
46
Properties=species:S:1:pos:R:3:forces:R:3
Sn -4.8939 -0.5205 -0.8382 0.53 -1.19 0.22
C 1.5328 -0.8693 3.5476 -1.25 0.48 -0.58
C 0.2688 0.0330 3.8572 0.87 -0.66 -1.47
C 0.6777 1.5049 3.6968 0.49 -0.31 -1.05
C -0.1365 -0.2912 5.2442 0.24 0.01 2.31
C -0.8141 -0.2299 2.8325 -0.64 -0.75 0.06
C -2.1412 -0.4538 3.2222 0.69 0.50 1.26
C -3.1073 -0.4499 2.2555 0.53 -1.12 -1.35
N -2.7911 -0.5305 0.9556 -1.58 0.35 -0.18
C -1.5381 -0.4679 0.5452 -0.61 0.72 0.08
C -0.5494 -0.2717 1.4662 0.78 -0.04 0.92
C -1.2881 -0.3652 -0.9117 1.49 -0.04 -1.65
C 0.0246 -0.0981 -1.4547 -2.08 -0.62 -0.51
C 0.1674 -0.0733 -2.8531 -0.17 1.28 0.67
C -0.9636 -0.0975 -3.6694 -0.40 -1.00 0.85
C -2.1796 -0.3865 -3.0539 0.80 -0.06 -0.34
N -2.3273 -0.5462 -1.7411 -0.01 0.16 0.51
C 1.5058 0.1827 -3.4867 0.75 -0.96 -0.32
C 1.6700 -0.7414 -4.7136 1.09 -1.57 1.86
C 2.6623 -0.1515 -2.5400 1.19 -0.71 0.64
C 1.7068 1.6111 -3.9315 0.47 -0.94 -2.04
H 2.1521 -0.8537 4.4529 0.14 -0.24 -0.51
H 2.0013 -0.3511 2.7019 0.51 -0.55 0.25
H 1.2264 -1.9039 3.2231 0.43 0.98 0.59
H 1.5086 1.6716 4.3644 0.04 0.52 0.55
H -0.1704 2.1709 3.8276 0.09 0.18 0.37
H 1.1005 1.7144 2.6809 -0.52 -0.33 0.62
H 0.6392 0.0880 5.9690 -0.59 -0.49 -0.71
H -0.2563 -1.3674 5.4176 0.24 0.05 -0.18
H -1.0654 0.1293 5.6075 -0.24 0.49 -0.18
H -2.3764 -0.5897 4.2960 -0.09 0.37 -0.97
H -4.1525 -0.5052 2.4684 -0.53 0.01 0.25
H 0.4530 -0.2017 1.1233 0.73 0.23 -0.11
H 0.9009 0.0652 -0.8537 -0.09 -0.12 0.26
H -0.8926 -0.0806 -4.7529 -0.04 0.20 0.23
H -3.0332 -0.5715 -3.6887 -0.38 0.15 0.17
H 1.4359 -1.7850 -4.3996 0.51 0.49 -0.14
H 2.6949 -0.6748 -5.0730 0.21 -0.21 0.20
H 1.1053 -0.6220 -5.5708 -1.68 0.99 -1.52
H 2.5846 -1.1655 -2.0392 -0.06 1.09 -0.61
H 2.7913 0.6179 -1.7582 -0.27 -0.35 -0.13
H 3.6488 -0.1386 -3.0732 -0.92 -0.06 0.19
H 0.8445 1.9958 -4.4296 -0.71 0.27 -0.44
H 2.5209 1.5527 -4.6984 -0.42 0.57 0.76
H 1.9405 2.2603 -3.1478 0.54 1.03 1.26
Se -5.0880 1.7573 -1.0764 -0.11 1.19 -0.11
```
Forces are in eV/Å.

Q: total charge of number 1 (C30H73AsF6NO18P3S3)?
A: 0